(1)
Computed, not measured: a molecular structure, C7H12Cl2N3O4Ru, with ωB97M-V/def2-TZVPD.

The spin multiplicity is 2. Its total charge is +2. The calculation puts the energy above the lowest of the compared OMol25 structures with the same formula, charge and spin at 1.0 kcal/mol. The orbital gap (alpha / beta) is 8.96 / 7.37 eV. Its highest occupied orbital energy (alpha / beta) is -16.881 / -16.828 eV. The calculated total energy comes out at -1753.835179 Ha. As for the expectation value of S²: 0.754.

Each line ends with the Mulliken spin population.
Cartesian coordinates (Å):
Ru  0.0388  -0.4092  0.7323  0.8803
Cl  1.3895  -1.2480  2.6070  0.0039
C  0.3774  -0.2155  3.6698  -0.0015
Cl  -1.1936  -0.1084  2.8360  -0.0037
H  0.8175  0.7794  3.6942  0.0008
H  0.2627  -0.6831  4.6420  0.0001
C  -3.4677  -1.4475  -2.9431  0.0003
O  -2.7527  -0.4573  -2.1453  -0.0005
C  -1.9421  -0.8018  -1.2140  -0.0011
O  -1.4158  0.1016  -0.5144  0.0214
N  -1.6634  -2.0950  -0.9555  0.0053
N  -0.7828  -2.3663  0.1156  -0.0124
H  -4.1116  -0.8654  -3.5907  -0.0001
H  -4.0701  -2.0803  -2.2929  0.0000
H  -2.7558  -2.0153  -3.5406  -0.0001
H  -2.0212  -2.8631  -1.5047  -0.0003
H  0.0111  -2.9058  -0.2330  -0.0008
H  -1.2708  -2.9273  0.8137  0.0004
O  1.4653  2.7518  2.3767  0.0312
C  1.7040  2.3829  1.2713  -0.0143
C  2.6184  2.9560  0.1928  0.0031
C  2.6942  1.8984  -0.9309  -0.0005
C  1.7241  0.8754  -0.4555  0.0131
O  1.3368  -0.2451  -0.8907  0.0049
N  1.1472  1.1909  0.7133  0.0682
H  3.5850  3.1799  0.6406  -0.0008
H  2.1880  3.8995  -0.1438  -0.0004
H  3.6836  1.4497  -1.0357  0.0016
H  2.4041  2.2690  -1.9146  0.0019

***

(2)
Computed, not measured: 2 unconnected molecules or ions with the total composition C7H12Cl3NOSi in a non-equilibrium geometry, with ωB97M-V/def2-TZVPD.

The calculation puts the energy above the lowest of the compared OMol25 structures with the same formula, charge and spin at 0.0 kcal/mol. As for the structure (SMILES): [H]/N=C\C(Cl)(Cl)Cl.C[Si](C)(C)C=C=O. The orbital gap is 9.27 eV. Its highest occupied orbital energy is -8.989 eV. The calculated total energy comes out at -2073.946377 Ha.

Each line ends with the natural charge from an NBO analysis.
Cartesian coordinates (Å):
C  0.6038  1.8255  0.0335  0.6984
C  0.2324  0.9774  -0.8426  -0.9427
C  2.4743  -0.9590  0.6545  0.0534
C  -1.7607  0.0790  1.5086  -1.0840
C  -1.8084  -1.4487  -1.1435  -1.1111
C  -2.9119  1.4312  -1.2813  -1.1120
C  3.9154  -0.7084  0.4466  -0.1421
N  1.8616  -0.7795  1.7423  -0.5352
O  0.9480  2.3817  1.0098  -0.4958
Si  -1.6464  0.2836  -0.4496  1.6016
Cl  3.8987  0.6238  -0.8434  -0.0277
Cl  4.8203  -0.1298  1.7867  0.0684
Cl  4.8700  -2.0290  -0.2642  0.0360
H  0.5295  0.7294  -1.8487  0.2824
H  2.0670  -1.4978  -0.1757  0.2018
H  -2.7270  -0.4625  1.7413  0.2286
H  -0.9321  -0.5174  1.9208  0.2585
H  -1.8623  0.9789  2.0475  0.2309
H  -1.2415  -2.1629  -0.6203  0.2417
H  -2.8660  -1.7328  -1.2841  0.2444
H  -1.4808  -1.3128  -2.1582  0.2287
H  -3.7440  1.7094  -0.6748  0.2465
H  -2.3703  2.2811  -1.6334  0.2455
H  -3.3962  0.9109  -2.1214  0.2390
H  2.5265  -0.4712  2.4497  0.3447

***

(3)
Computed, not measured: 2 unconnected molecules or ions with the total composition C7H12ClN in a non-equilibrium geometry, with ωB97M-V/def2-TZVPD.

The calculation puts the energy above the lowest of the compared OMol25 structures with the same formula, charge and spin at 70.9 kcal/mol. As for the structure (SMILES): [H]/N=C(\Cl)CC=C.C=CC. The orbital gap is 10.24 eV. Its highest occupied orbital energy is -9.312 eV. The calculated total energy comes out at -788.751105 Ha.

Each line ends with the natural charge from an NBO analysis.
Cartesian coordinates (Å):
C  -1.4427  1.0599  3.4869  -0.6564
C  1.7369  -0.2717  -4.1089  -0.3657
C  -0.1470  0.3847  3.5372  -0.1754
C  0.5575  -0.5503  -3.4998  -0.1836
C  0.1058  -0.5833  2.6519  -0.4229
C  0.3550  -1.1348  -2.1334  -0.5335
C  -0.0273  0.0269  -1.2474  0.3260
N  -1.0500  0.1042  -0.5435  -0.6340
Cl  1.2895  1.2407  -1.2298  -0.0869
H  -1.4125  2.0988  3.2640  0.2143
H  -1.9396  1.2576  4.5130  0.2193
H  1.8635  0.2387  -5.0874  0.2088
H  2.5565  -0.5859  -3.6130  0.1805
H  0.4946  0.7929  4.3846  0.2073
H  -0.3754  -0.1298  -4.0007  0.2042
H  -0.6331  -0.7805  1.8332  0.2002
H  0.8141  -1.3924  2.8907  0.2047
H  1.2202  -1.7361  -1.6197  0.2525
H  -0.5865  -1.7474  -2.3348  0.2522
H  -2.1187  0.7875  2.7933  0.2080
H  -1.2610  0.9202  0.0635  0.3804

***

(4)
Computed, not measured: a single C7H12ClNOS molecule in a non-equilibrium geometry, with ωB97M-V/def2-TZVPD.

The calculation puts the energy above the lowest of the compared OMol25 structures with the same formula, charge and spin at 13.0 kcal/mol. As for the structure (SMILES): C=C/C(N)=C(\C)[C@@H](C)OSCl. The orbital gap is 8.29 eV. Its highest occupied orbital energy is -8.213 eV. The calculated total energy comes out at -1262.182717 Ha.

Each line ends with the natural charge from an NBO analysis.
Cartesian coordinates (Å):
C  -1.1608  -3.1315  -1.2498  -0.3964
C  -1.0526  -1.8143  -1.2255  -0.2346
C  0.7252  1.1168  0.6919  0.0617
C  -0.2287  0.2643  -0.1327  -0.0262
C  -0.0835  -1.0698  -0.4246  0.1305
C  1.7358  2.0086  -0.0397  -0.6281
C  -1.3890  1.0391  -0.7809  -0.6609
N  1.0433  -1.7400  0.0551  -0.8730
O  -0.0457  2.0006  1.5338  -0.6764
S  -0.5603  1.5684  2.9814  0.5978
Cl  1.1109  1.6481  4.2852  -0.2460
H  -2.0003  -3.5139  -1.9023  0.2122
H  -0.5870  -3.8102  -0.5864  0.2107
H  -1.7938  -1.0583  -1.6016  0.2209
H  1.2661  0.2276  1.2145  0.2138
H  1.3440  2.0448  -1.0422  0.2153
H  2.7097  1.6059  0.0939  0.2260
H  1.6115  2.9412  0.4249  0.2309
H  -1.4062  1.1888  -1.8369  0.2210
H  -2.2661  0.7076  -0.4582  0.2103
H  -1.4185  2.2122  -0.4856  0.2182
H  1.3251  -2.4587  -0.5799  0.3796
H  1.1211  -1.9771  1.0657  0.3925